[1]
The ion C6H6N with charge +1 at a distorted geometry, computed with ωB97M-V/def2-TZVPD.

The structure (SMILES) is C1=C([N+]2=C3C[C@H]32)C1. As for the LUMO energy (alpha / beta): -6.4 / -6.4 eV. As for the energy above the lowest of the compared OMol25 structures with the same formula, charge and spin: 140.22 kcal per mole. The calculation puts the frontier orbital gap (alpha / beta) at 7.69 / 7.69 eV. The calculation puts the HOMO energy (alpha / beta) at -0.519 / -0.519 hartree. The calculation puts the energy at -286.41180 hartree. The charge is +1.

```
13
Properties=species:S:1:pos:R:3:forces:R:3:mulliken_charge:R:1
C 0.2685 -0.5243 2.2606 -2.13 0.01 -0.78 -0.22
C 0.2641 -0.2682 0.9366 0.02 -1.01 3.23 0.37
N -0.3659 -0.2375 -0.2524 0.04 0.41 -5.39 0.30
C -1.1000 -1.0209 -1.1631 -0.02 -1.34 1.79 -0.25
C -1.3934 0.0799 -2.1642 1.47 2.29 4.22 -0.26
C -0.0268 0.3400 -1.5092 -1.67 0.61 1.14 -0.13
C 1.4171 0.2666 1.6637 1.52 -3.51 0.61 -0.62
H -0.3267 -0.8763 3.2305 1.62 0.79 -2.51 0.34
H -2.0625 0.7343 -1.4968 0.34 -0.81 -1.86 0.29
H -1.5668 -0.0201 -3.1991 -0.11 -0.34 -0.87 0.36
H 0.9647 0.5542 -1.9408 -0.32 -0.71 0.44 0.34
H 1.5285 1.2383 1.9150 0.01 3.29 0.62 0.27
H 2.3993 -0.2660 1.7192 -0.76 0.32 -0.64 0.21
```
Forces are in eV/Å.

[2]
The ion C6H6N with charge +1 at a distorted geometry, computed with ωB97M-V/def2-TZVPD.

As for the LUMO energy (alpha / beta): -5.7 / -7.5 eV. As for the energy above the lowest of the compared OMol25 structures with the same formula, charge and spin: 68.20 kcal per mole. The calculation puts the frontier orbital gap (alpha / beta) at 6.29 / 7.52 eV. The calculation puts the HOMO energy (alpha / beta) at -0.442 / -0.553 hartree. The calculation puts the energy at -286.38316 hartree. As for the spin multiplicity: 3. The charge is +1.

```
13
Properties=species:S:1:pos:R:3:forces:R:3:mulliken_charge:R:1
C 0.7798 1.7842 0.6184 4.80 2.51 -1.23 -0.53
C -0.2230 0.9678 0.7972 -6.38 -4.47 1.52 0.77
C 1.6855 1.5920 -0.3568 -1.27 -2.80 -1.47 -0.09
C 1.5508 0.1897 -1.1013 0.59 2.87 0.96 -0.29
C 0.6478 -0.6889 -0.8192 -1.06 0.51 1.06 -0.26
C -1.8725 -0.9096 0.8656 0.41 -2.35 4.06 -0.81
N -0.7207 -0.1489 0.6397 3.25 4.88 -1.20 -0.14
H 2.3883 2.2793 -0.7860 0.45 0.23 0.39 0.42
H 2.2088 -0.0480 -1.9320 0.28 0.20 -0.03 0.38
H -0.0486 -1.4031 -1.0809 -0.35 -1.85 -0.76 0.45
H -2.5121 -0.5830 1.7321 0.94 0.48 -0.89 0.35
H -1.3541 -1.7962 1.2930 -1.09 -0.26 -0.24 0.40
H -2.5302 -1.2355 0.1302 -0.56 0.06 -2.17 0.35
```
Forces are in eV/Å.

[3]
The molecule C6H6N2 at a distorted geometry, computed with ωB97M-V/def2-TZVPD.

The structure (SMILES) is [H]/N=C1/C=CC(=C)C=N1. As for the LUMO energy: -0.8 eV. As for the energy above the lowest of the compared OMol25 structures with the same formula, charge and spin: 27.11 kcal per mole. The calculation puts the frontier orbital gap at 8.28 eV. The calculation puts the HOMO energy at -0.333 hartree. The calculation puts the energy at -341.67936 hartree.

```
14
Properties=species:S:1:pos:R:3:forces:R:3:mulliken_charge:R:1
H 3.4802 -1.0399 0.0829 -0.69 -0.01 0.23 0.29
N 3.0211 -0.1264 0.1329 0.94 0.25 -0.26 -0.66
C 1.7651 -0.1122 0.0046 0.11 -0.80 -0.07 0.39
C 1.0715 1.1411 -0.0711 -0.49 0.94 0.11 -0.20
C -0.2710 1.1548 -0.0578 -0.42 2.11 0.19 -0.43
C -1.1421 0.0064 0.0121 1.20 -1.50 -0.30 0.95
C -2.4739 -0.1478 0.0967 1.04 -1.72 -0.05 -1.07
C -0.3000 -1.1946 -0.0889 -0.21 -1.48 0.36 -0.19
N 0.9863 -1.2806 -0.0830 -1.40 -0.84 -0.16 -0.57
H 1.7140 2.0476 -0.1230 -0.84 -0.69 0.08 0.36
H -0.7545 2.1137 -0.0709 -0.18 0.47 -0.09 0.35
H -3.0464 -1.1075 0.1283 1.20 0.61 -0.10 0.23
H -3.0975 0.6577 0.1580 -1.48 2.28 0.15 0.33
H -0.9529 -2.1123 -0.1207 1.21 0.39 -0.09 0.23
```
Forces are in eV/Å.

[4]
The molecule C6H6N2 at a distorted geometry, computed with ωB97M-V/def2-TZVPD.

The structure (SMILES) is N#CC1=C(N)CC=C1. As for the LUMO energy: 0.5 eV. As for the energy above the lowest of the compared OMol25 structures with the same formula, charge and spin: 22.36 kcal per mole. The calculation puts the frontier orbital gap at 8.55 eV. The calculation puts the HOMO energy at -0.295 hartree. The calculation puts the energy at -341.68693 hartree.

```
14
Properties=species:S:1:pos:R:3:forces:R:3:mulliken_charge:R:1
N -0.9715 2.8046 0.6108 0.38 -2.94 -0.58 -0.50
C -0.6737 1.6777 0.4295 0.07 3.00 0.44 -0.06
C -0.0886 0.3772 0.3140 -1.10 1.03 -0.41 0.33
C -0.0462 -0.3648 -0.8352 2.00 -2.44 1.46 0.34
N -0.2436 -0.2161 -2.1650 -0.26 -0.96 -1.65 -0.46
C 0.5186 -1.7337 -0.3497 -1.56 -0.39 0.93 -0.45
C 0.8647 -1.5160 1.1462 0.37 -1.00 0.08 -0.67
C 0.4800 -0.2975 1.5189 -0.19 0.68 -1.68 -0.42
H -0.7156 0.6444 -2.4797 0.47 -1.08 -0.15 0.22
H -0.0484 -1.0705 -2.8558 -0.83 3.03 2.33 0.24
H 1.3552 -2.1690 -0.9069 -0.26 0.22 -0.13 0.38
H -0.4040 -2.4349 -0.4167 1.54 0.76 0.05 0.25
H 1.3685 -2.2728 1.8002 -0.58 0.77 -0.90 0.36
H 0.6209 0.3260 2.3960 -0.06 -0.68 0.21 0.43
```
Forces are in eV/Å.

[5]
The molecule C6H6N2O at a distorted geometry, computed with ωB97M-V/def2-TZVPD.

The structure (SMILES) is O/N=C\c1cccnc1. As for the LUMO energy: 0.3 eV. As for the energy above the lowest of the compared OMol25 structures with the same formula, charge and spin: 89.99 kcal per mole. The calculation puts the frontier orbital gap at 9.80 eV. The calculation puts the HOMO energy at -0.350 hartree. The calculation puts the energy at -416.83027 hartree.

```
15
Properties=species:S:1:pos:R:3:forces:R:3:mulliken_charge:R:1
O 0.7815 2.2453 -1.7018 -1.98 -5.69 3.81 -0.35
N 1.9534 1.6409 -1.0525 -0.20 3.66 -2.54 -0.42
C 1.6391 0.7976 -0.2410 2.51 -3.97 4.38 -0.22
C 0.3851 0.1292 0.0119 -2.05 -2.33 -0.28 0.94
C 0.2168 -0.6816 1.1106 1.95 -0.74 4.08 -0.24
C -0.9885 -1.4580 1.4183 2.98 3.25 -2.32 -0.52
C -1.9537 -1.3225 0.4317 -2.40 -3.55 4.17 -0.08
N -1.8270 -0.5922 -0.6112 -1.64 -0.68 -2.58 -0.51
C -0.7163 -0.0448 -0.9080 2.81 2.49 1.65 -0.33
H 1.2470 2.8411 -2.1184 3.27 5.33 -3.90 0.31
H 2.6369 0.4060 0.4752 -3.00 1.00 -2.24 0.16
H 1.2074 -0.6787 1.9605 -3.21 -0.13 -2.51 0.06
H -1.0127 -1.8199 2.4020 -0.59 -1.16 0.78 0.42
H -2.9318 -1.9681 0.6014 1.73 1.70 -0.60 0.23
H -0.6373 0.5056 -1.7790 -0.17 0.80 -1.90 0.55
```
Forces are in eV/Å.

[6]
The molecule C6H6N2O2, computed with ωB97M-V/def2-TZVPD.

The structure (SMILES) is Cc1[nH]c(O)c(C#N)c1O. As for the LUMO energy: 0.1 eV. As for the energy above the lowest of the compared OMol25 structures with the same formula, charge and spin: 19.07 kcal per mole. The calculation puts the frontier orbital gap at 8.10 eV. The calculation puts the HOMO energy at -0.292 hartree. The calculation puts the energy at -492.21306 hartree.

```
16
Properties=species:S:1:pos:R:3:forces:R:3:mulliken_charge:R:1
C 2.3144 0.6081 0.0016 -0.18 -0.14 0.04 -1.32
C 0.8892 0.1881 -0.0010 -0.02 0.85 -0.01 -0.44
N 0.5145 -1.1494 0.0001 -0.22 -0.27 0.00 0.01
C -0.8326 -1.2576 0.0004 0.05 0.15 0.01 0.32
O -1.4869 -2.4330 0.0001 -0.06 0.03 0.00 -0.48
C -1.3702 0.0180 0.0008 0.62 -0.57 0.01 -0.02
C -2.7135 0.3968 0.0008 -0.38 0.01 -0.01 -0.06
N -3.7935 0.7886 -0.0008 -0.38 0.15 0.00 -0.53
C -0.2585 0.9266 0.0002 0.43 -0.44 -0.01 1.44
O -0.3304 2.2833 -0.0006 0.00 -0.10 0.00 -0.66
H 2.8111 0.3121 0.9266 0.11 0.05 0.04 0.31
H 2.8547 0.1662 -0.8359 0.11 0.06 -0.06 0.33
H 2.3551 1.6895 -0.0845 0.10 0.07 -0.01 0.31
H 1.1721 -1.9124 -0.0001 -0.13 0.06 0.00 0.19
H -0.8668 -3.1710 -0.0064 -0.07 0.06 0.00 0.31
H -1.2587 2.5462 -0.0013 0.02 0.03 0.00 0.29
```
Forces are in eV/Å.